Entry 1:
{
  "formula": "C24H32AsCrN3O7",
  "method": "ωB97M-V/def2-TZVPD",
  "elements": ["Cr", "C", "N", "C", "C", "O", "C", "O", "C", "C", "O", "N", "C", "C", "H", "H", "H", "H", "H", "H", "H", "H", "H", "H", "H", "H", "H", "H", "H", "H", "O", "C", "O", "C", "C", "C", "C", "C", "N", "C", "O", "O", "H", "H", "H", "C", "As", "C", "C", "C", "C", "C", "C", "C", "C", "H", "H", "H", "H", "H", "H", "H", "H", "H", "H", "H", "H", "H"],
  "positions_angstrom": [[-0.292, -0.856, -0.554], [-3.056, 3.022, -0.511], [-3.616, 1.719, -0.183], [-5.021, 1.684, 0.183], [-2.809, 0.665, -0.093], [-1.619, 0.743, -0.440], [-3.389, -0.662, 0.378], [-2.351, -1.519, 0.790], [-2.130, -1.661, 2.184], [-1.762, -0.345, 2.873], [-2.200, 0.710, 2.422], [-1.014, -0.416, 3.988], [-0.502, 0.815, 4.563], [-0.368, -1.636, 4.455], [-3.575, 3.782, 0.071], [-3.169, 3.246, -1.574], [-2.001, 3.036, -0.254], [-5.164, 1.915, 1.242], [-5.466, 0.719, -0.041], [-5.548, 2.426, -0.414], [-3.886, -1.140, -0.473], [-4.108, -0.499, 1.178], [-1.325, -2.383, 2.256], [-3.023, -2.074, 2.669], [-1.036, 1.658, 4.140], [0.565, 0.912, 4.345], [-0.637, 0.800, 5.646], [-1.017, -2.499, 4.327], [-0.187, -1.530, 5.524], [0.581, -1.805, 3.941], [2.226, -2.228, 2.378], [1.535, -1.977, 1.403], [0.682, -1.019, 1.275], [1.624, -2.886, 0.178], [2.408, -4.015, 0.029], [2.299, -4.729, -1.161], [1.420, -4.320, -2.159], [0.670, -3.180, -1.936], [0.806, -2.512, -0.797], [-0.373, -2.555, -2.871], [-0.578, -3.076, -3.950], [-0.931, -1.502, -2.375], [3.071, -4.312, 0.829], [2.899, -5.618, -1.308], [1.301, -4.858, -3.089], [1.455, 2.675, -0.078], [1.342, 1.317, -1.472], [3.140, 1.501, -2.212], [0.277, 2.276, -2.836], [0.742, 3.657, -3.162], [0.276, 4.758, -2.445], [0.729, 6.039, -2.722], [1.662, 6.245, -3.729], [2.130, 5.160, -4.457], [1.673, 3.880, -4.175], [1.809, 3.627, -0.472], [2.137, 2.316, 0.692], [0.470, 2.800, 0.374], [3.367, 2.542, -2.442], [3.230, 0.899, -3.116], [3.851, 1.129, -1.476], [-0.737, 2.276, -2.434], [0.276, 1.632, -3.716], [-0.455, 4.606, -1.658], [0.352, 6.879, -2.153], [2.016, 7.243, -3.949], [2.850, 5.310, -5.251], [2.037, 3.039, -4.754]],
  "forces_ev_per_a": [[-0.0967, -0.0070, -0.0783], [0.0219, 0.0009, -0.0145], [-0.0012, 0.0575, 0.0276], [-0.0244, -0.0001, -0.0276], [-0.0267, -0.0021, 0.0136], [-0.0402, -0.0179, 0.0401], [0.0451, 0.0590, 0.0304], [0.0425, 0.0224, -0.0144], [-0.0182, 0.0241, 0.0065], [0.0399, -0.0042, -0.0457], [-0.0391, -0.0063, -0.0157], [0.0200, -0.0089, -0.0102], [-0.0001, 0.0044, 0.0468], [-0.0386, -0.0022, -0.0233], [0.0009, 0.0004, -0.0008], [-0.0015, 0.0004, 0.0014], [-0.0029, -0.0048, -0.0045], [0.0142, -0.0111, 0.0013], [0.0093, -0.0162, 0.0068], [-0.0069, 0.0030, 0.0164], [-0.0039, -0.0045, -0.0057], [-0.0101, -0.0225, 0.0013], [0.0050, -0.0122, 0.0150], [-0.0057, 0.0036, -0.0131], [0.0031, 0.0009, -0.0042], [-0.0062, -0.0003, -0.0275], [-0.0082, -0.0004, -0.0041], [-0.0033, -0.0038, 0.0098], [0.0241, -0.0004, -0.0019], [0.0010, 0.0013, 0.0290], [-0.0261, 0.0004, 0.0168], [0.0379, 0.0230, -0.0344], [0.0274, -0.0325, 0.0246], [-0.0071, -0.0051, 0.0111], [-0.0122, 0.0190, -0.0010], [0.0116, -0.0082, -0.0013], [0.0020, -0.0088, -0.0149], [-0.0343, 0.0316, 0.0035], [0.0232, -0.0462, 0.0210], [0.0724, -0.0154, 0.0083], [-0.0205, -0.0005, -0.0085], [0.0105, -0.0046, 0.0220], [0.0034, -0.0049, -0.0016], [-0.0008, -0.0001, 0.0006], [0.0041, -0.0011, 0.0024], [-0.0153, 0.0087, 0.0058], [0.0448, -0.0155, -0.0167], [-0.0096, 0.0186, 0.0092], [-0.0167, 0.0009, 0.0007], [0.0072, 0.0023, -0.0021], [-0.0015, -0.0069, 0.0109], [0.0023, 0.0025, -0.0077], [-0.0029, -0.0019, 0.0036], [0.0007, 0.0027, -0.0015], [0.0013, -0.0016, -0.0026], [0.0001, 0.0040, 0.0076], [0.0026, -0.0079, -0.0044], [0.0067, 0.0005, 0.0064], [-0.0023, 0.0014, 0.0002], [-0.0058, -0.0009, -0.0007], [0.0029, 0.0006, -0.0025], [-0.0073, -0.0007, -0.0140], [0.0058, -0.0090, 0.0062], [0.0023, 0.0018, -0.0010], [-0.0002, 0.0006, -0.0005], [-0.0001, 0.0004, 0.0003], [0.0004, -0.0010, -0.0001], [0.0002, 0.0010, 0.0001]],
  "lumo_energy_ev": [0.45, 0.38],
  "homo_ev": [-6.977, -8.565],
  "homo_lumo_gap_ha": [0.2731, 0.3288],
  "de_lowest_kcal_mol": 0.0,
  "s2": 6.012,
  "e_tot_ev": -133473.823,
  "multiplicity": 5
}

---

Entry 2:
{
  "formula": "C16H25ClNO4P2S2Ti",
  "method": "ωB97M-V/def2-TZVPD",
  "elements": ["C", "C", "H", "H", "H", "O", "Cl", "Ti", "P", "C", "C", "H", "H", "H", "H", "H", "H", "C", "H", "H", "H", "P", "C", "C", "H", "H", "H", "C", "H", "H", "H", "H", "H", "H", "C", "O", "O", "S", "O", "N", "C", "S", "C", "C", "C", "C", "C", "C", "H", "H", "H", "H"],
  "positions_angstrom": [[0.510, 4.545, -0.984], [-0.406, 3.716, -0.314], [0.122, 5.582, -0.991], [0.642, 4.170, -2.025], [1.475, 4.503, -0.441], [-1.248, 3.117, 0.210], [1.789, 1.172, -1.534], [0.423, -0.202, -0.396], [-1.227, -0.137, -2.309], [-2.933, -0.731, -2.231], [-1.407, 1.434, -3.191], [-2.147, 1.309, -3.988], [-0.866, -1.139, -4.467], [-0.449, 1.736, -3.621], [0.672, -0.942, -3.567], [-3.466, -0.186, -1.438], [-1.752, 2.215, -2.504], [-0.382, -1.231, -3.486], [-3.427, -0.540, -3.197], [-0.444, -2.268, -3.137], [-2.970, -1.799, -1.985], [1.149, 0.317, 1.991], [0.121, -0.286, 3.358], [2.793, -0.418, 2.321], [2.143, 2.482, 1.610], [1.898, 2.147, 3.357], [0.520, 2.643, 2.327], [1.452, 2.064, 2.354], [3.501, -0.080, 1.553], [3.140, -0.100, 3.317], [0.642, -0.141, 4.311], [-0.108, -1.346, 3.221], [2.743, -1.515, 2.276], [-0.830, 0.254, 3.371], [-1.320, 0.373, 0.500], [-2.356, 0.556, 1.016], [-2.388, -3.348, -0.464], [-1.457, -3.049, 0.596], [-1.928, -2.406, 1.799], [-0.146, -2.170, -0.008], [1.026, -2.869, -0.051], [2.314, -1.965, -0.629], [0.907, -4.166, 0.533], [1.930, -5.055, 0.903], [1.574, -6.226, 1.569], [0.226, -6.513, 1.876], [-0.787, -5.590, 1.582], [-0.416, -4.418, 0.937], [2.962, -4.783, 0.652], [2.349, -6.943, 1.845], [-0.041, -7.458, 2.350], [-1.836, -5.757, 1.821]],
  "forces_ev_per_a": [[0.8342, 0.1855, -0.4577], [-4.2757, -2.1038, 2.1744], [-0.0387, -0.2185, 0.0740], [-0.0679, 0.1441, 0.4941], [-0.2243, 0.0590, -0.2046], [3.9510, 2.6361, -2.2880], [-0.6829, 0.1125, 0.5479], [3.1515, -2.3526, -1.3932], [-0.8839, -0.3724, -1.1432], [-0.1958, -0.0852, 0.5981], [0.3951, 0.4346, 0.2716], [0.1146, 0.0212, 0.1348], [0.0333, 0.0084, 0.2043], [-0.0896, -0.0274, -0.0143], [-0.1657, -0.1027, -0.1362], [-0.0567, -0.1377, -0.2874], [-0.1344, -0.0600, -0.1983], [0.4170, -0.1097, 0.2761], [0.2393, -0.0636, 0.2855], [-0.0253, 0.1637, -0.1001], [0.0292, 0.2608, -0.0885], [0.6608, -0.2852, 1.3513], [-0.3521, -0.0338, -0.2851], [0.0764, -0.1927, -0.4958], [-0.0126, -0.1301, 0.2540], [-0.1545, -0.0056, -0.3067], [0.1407, -0.1202, 0.2036], [-0.1632, 0.5077, -0.3605], [-0.0931, -0.0791, 0.2726], [-0.2263, -0.0312, -0.2847], [-0.0213, 0.0513, -0.2141], [0.0512, 0.0941, 0.0282], [-0.0172, 0.3379, 0.0840], [0.0727, -0.0577, 0.1451], [-6.6945, 0.8869, 3.4170], [5.0799, -0.7527, -2.5503], [0.7869, 0.5390, 0.6502], [-0.8980, -0.7937, 0.0952], [0.4823, -0.1002, -0.8531], [0.3358, 1.3667, -0.6040], [-1.3245, 0.4917, 0.6115], [-0.2445, 0.6729, -0.2314], [0.0928, -0.6152, 0.7903], [-0.1097, 0.1970, -0.3735], [-0.1388, -0.1488, 0.0227], [0.3710, 0.2329, -0.2507], [-0.0486, 0.5488, -0.3531], [0.1764, -0.8874, 0.3502], [-0.3510, -0.4256, 0.1565], [-0.2585, 0.2225, -0.0633], [0.1575, 0.2594, -0.0649], [0.2998, -0.1417, 0.1098]],
  "lumo_energy_ev": -11.66,
  "homo_ev": -17.872,
  "homo_lumo_gap_ha": 0.2282,
  "total_charge": 3,
  "e_tot_ev": -102537.226,
  "multiplicity": 1
}

---

Entry 3:
{
  "formula": "C3H6N3S",
  "method": "ωB97M-V/def2-TZVPD",
  "elements": ["C", "C", "C", "N", "N", "N", "S", "H", "H", "H", "H", "H", "H"],
  "positions_angstrom": [[-0.611, -0.193, 1.659], [0.973, -0.336, -1.564], [0.717, 0.367, -0.326], [0.535, -0.076, 1.011], [-1.866, 0.084, 1.310], [-0.328, 0.293, -1.282], [-1.590, -0.758, 2.905], [1.766, 0.009, -2.218], [0.972, -1.452, -1.572], [1.181, 1.339, -0.198], [1.349, -0.156, 1.488], [-2.501, -0.187, 0.594], [-0.597, 1.065, -1.806]],
  "forces_ev_per_a": [[0.3854, 0.3504, -3.1733], [0.0769, -2.7121, -0.0932], [-0.1436, 3.4052, -0.2480], [-4.3544, -1.2323, 0.6185], [1.1118, 0.6390, 1.8304], [0.6228, -2.7702, 0.7704], [-0.0750, -0.0005, 0.4025], [-0.4124, 0.7312, -0.1489], [-0.3216, 0.9821, 0.1284], [0.3667, 0.1284, -0.4998], [2.9373, -0.6832, 2.1025], [-0.0846, -0.7752, -0.8732], [-0.1093, 1.9371, -0.8164]],
  "lumo_energy_ev": -4.99,
  "homo_ev": -14.400,
  "homo_lumo_gap_ha": 0.3457,
  "de_lowest_kcal_mol": 80.5,
  "total_charge": 1,
  "e_tot_ev": -18503.272,
  "multiplicity": 1
}

---

Entry 4:
{
  "formula": "C5H22N2O6",
  "method": "ωB97M-V/def2-TZVPD",
  "elements": ["C", "N", "C", "C", "C", "N", "C", "O", "H", "H", "H", "H", "H", "H", "H", "H", "H", "H", "H", "H", "H", "H", "O", "H", "H", "O", "H", "H", "O", "H", "H", "O", "H", "H", "O"],
  "positions_angstrom": [[-1.602, 1.374, -0.104], [-1.854, 0.167, 0.689], [-3.146, -0.460, 0.501], [-3.042, -1.441, -0.745], [-0.661, 1.014, -1.230], [0.721, 1.401, -0.889], [1.562, 2.098, -1.800], [2.781, 2.034, -1.503], [-2.644, 1.765, -0.428], [-1.257, 2.276, 0.570], [-1.539, 0.138, 1.571], [-3.595, -0.856, 1.424], [-3.829, 0.351, 0.214], [-2.248, -1.105, -1.432], [-3.925, -1.482, -1.483], [-2.670, -2.343, -0.482], [-0.921, 1.376, -2.172], [-0.601, -0.214, -1.164], [1.325, 0.960, -0.092], [1.253, 2.819, -2.485], [3.171, 1.171, 1.088], [2.708, 1.540, 2.509], [2.374, 1.196, 1.749], [0.728, 1.580, 2.960], [0.546, 0.435, 1.965], [-0.007, 1.083, 2.447], [2.237, -3.297, -1.080], [1.554, -2.046, -0.531], [2.317, -2.345, -1.053], [-0.399, -3.624, 1.383], [-0.368, -2.170, 0.742], [-0.098, -3.048, 0.618], [3.581, 0.441, -1.110], [3.651, -0.878, -0.359], [3.899, 0.088, -0.291]],
  "forces_ev_per_a": [[-2.0269, 1.5092, 1.7103], [-1.1974, -0.2765, -2.8182], [-0.3206, 0.3076, -1.9708], [-1.6648, 3.3509, -1.6513], [2.1309, -3.4254, 2.7797], [1.8121, 1.1144, -1.7384], [2.5905, -2.7063, 5.8674], [-1.8423, 0.8537, -1.8396], [1.6075, -0.6965, -0.1442], [-0.0808, -2.0032, -1.3264], [1.1254, 0.6331, 3.7340], [0.5663, -0.3958, -0.3353], [-0.2685, -0.2159, 0.0090], [-0.3055, 0.4469, 0.4518], [0.8247, -0.2617, 1.6973], [0.5537, -3.3211, 1.0154], [-0.2888, 0.5517, -1.6100], [-0.5358, 3.1616, -0.8910], [-1.8339, 0.9970, -2.0479], [-1.3874, 0.7252, -1.5777], [-1.7332, -0.4172, 1.2079], [1.6656, 1.5704, 3.4569], [1.1887, -1.4379, -5.0389], [-2.2326, -1.2040, -1.3829], [-0.3121, 0.6402, 0.3956], [1.7510, 0.6152, 1.6223], [-0.1044, -0.2860, 0.0816], [0.3206, -0.4516, -0.2180], [-0.1202, 0.7283, 0.1626], [0.4923, 1.5104, -1.3886], [-1.0952, 1.9830, 0.6969], [0.4223, -3.2857, 0.6941], [-0.2823, 0.8638, -0.7591], [0.4498, 1.2724, 0.2349], [0.1310, -2.4500, 0.9204]],
  "lumo_energy_ev": 0.41,
  "homo_ev": -8.772,
  "homo_lumo_gap_ha": 0.3373,
  "de_lowest_kcal_mol": 105.6,
  "smiles": "CCNCCNC=O.O.O.O.O.O",
  "e_tot_ev": -20804.693,
  "multiplicity": 1
}

---

Entry 5:
{
  "formula": "C3H4NO3",
  "method": "ωB97M-V/def2-TZVPD",
  "elements": ["C", "C", "C", "N", "O", "O", "O", "H", "H", "H", "H"],
  "positions_angstrom": [[0.874, 1.361, -0.247], [-2.518, -0.209, 0.336], [-1.309, 0.215, 0.010], [-0.329, 0.925, 0.013], [2.486, -1.874, -0.074], [-3.029, -1.347, 0.525], [1.910, 0.598, -0.037], [0.790, 2.455, -0.282], [-3.232, 0.760, 0.378], [2.062, -1.850, -0.862], [2.296, -1.034, 0.240]],
  "forces_ev_per_a": [[0.8102, -1.9739, 2.1309], [-3.1197, 0.2030, 0.7702], [0.1371, 0.1074, -0.7637], [0.9719, 0.1811, -0.1500], [2.6580, -3.5017, 2.5424], [0.4263, 0.5273, 0.0209], [-1.6042, 2.8737, -1.1547], [1.1276, 0.1243, -0.5068], [1.0843, -1.3900, -0.2904], [-1.9415, -0.1635, -3.8160], [-0.5500, 3.0123, 1.2174]],
  "lumo_energy_ev": 3.87,
  "homo_ev": -2.896,
  "homo_lumo_gap_ha": 0.2487,
  "de_lowest_kcal_mol": 104.4,
  "total_charge": -1,
  "e_tot_ev": -10806.661,
  "multiplicity": 1
}

---

Entry 6:
{
  "formula": "C8H9NO2",
  "method": "ωB97M-V/def2-TZVPD",
  "elements": ["C", "C", "C", "C", "C", "C", "C", "C", "N", "O", "O", "H", "H", "H", "H", "H", "H", "H", "H", "H"],
  "positions_angstrom": [[-2.458, -0.591, -1.060], [-1.369, -0.974, -0.418], [-3.003, 0.694, -0.742], [-0.612, -0.121, 0.414], [-1.244, 1.040, 0.816], [0.734, -0.460, 0.952], [1.897, -0.030, -0.039], [1.943, 1.382, 0.016], [-2.467, 1.431, 0.289], [-3.145, 2.421, 0.716], [1.290, 1.932, -0.959], [-2.847, -1.129, -1.924], [-0.830, -1.916, -0.711], [-3.940, 0.880, -1.168], [0.971, 0.267, 1.797], [0.800, -1.523, 1.152], [2.831, -0.411, 0.296], [1.680, -0.482, -1.049], [2.143, 2.026, 0.804], [1.045, 2.815, -0.893]],
  "forces_ev_per_a": [[-1.9612, 2.5342, -0.9364], [4.5549, -2.5782, 0.1155], [1.7428, -2.2862, 0.8665], [-2.2737, 0.4550, -0.0212], [0.5498, 1.6231, 0.6705], [0.2794, 2.0762, 0.6031], [0.0406, -2.1139, -1.0948], [-2.0309, 0.4147, -2.9606], [-0.7024, -1.5420, -1.5003], [0.5149, 0.3074, 0.2357], [0.6350, -2.8107, -0.5540], [-0.2069, -0.0550, 0.5297], [-0.8181, 0.5549, 0.1927], [-1.1327, 1.2564, -0.2346], [-0.8705, -1.7548, -0.1390], [0.4391, -0.0110, 0.3567], [0.7444, -0.7025, 0.6145], [0.3060, 1.0086, 0.8300], [0.8413, 0.6424, 1.7500], [-0.6518, 2.9815, 0.6760]],
  "lumo_energy_ev": [-1.41, -2.51],
  "homo_ev": [-7.132, -6.431],
  "homo_lumo_gap_ha": [0.2104, 0.1443],
  "de_lowest_kcal_mol": 186.2,
  "e_tot_ev": -14018.819,
  "multiplicity": 1
}